Computed, not measured: a cluster of 2 separate species, C2H12OSi3 in total at a distorted geometry, with ωB97M-V/def2-TZVPD.

The geometry in XYZ format:
```
18
C2H12OSi3 | OMol25 | ωB97M-V/def2-TZVPD
C -1.75 -0.35 -0.78
Si -0.93 -1.10 0.69
C -0.43 0.32 1.85
Si 0.86 -2.38 0.04
H -1.99 -1.09 -1.68
H -2.86 -0.09 -0.51
H -1.28 0.66 -1.14
H -1.73 -2.03 1.54
H -1.19 0.55 2.56
H 0.50 0.13 2.41
H -0.25 1.18 1.18
H 1.38 -3.01 1.28
H 0.69 -3.45 -0.91
H 1.86 -1.35 -0.68
O 1.33 1.49 -1.30
Si 1.70 2.95 -1.48
H 2.86 3.48 -0.76
H 1.22 4.09 -2.30
```

Values from the calculation:
DFT total energy in a.u.: -1027.0347
LUMO energy in eV: -0.64
Orbital gap in eV: 8.590
Largest force on an atom in eV Å⁻¹: 3.720
SMILES string: C[SiH](C)[SiH3].O=[SiH2]
ΔE to the lowest compared entry with this formula, charge and spin in eV: 1.7722

Computed, not measured: a cluster of 11 separate species, C3H25NO12S in total at a distorted geometry, with ωB97M-V/def2-TZVPD.

The geometry in XYZ format:
```
42
C3H25NO12S | OMol25 | ωB97M-V/def2-TZVPD
C -0.57 0.28 0.77
C -1.35 0.76 2.00
S -0.35 0.60 3.46
N -1.41 0.59 -0.39
C -1.35 -0.32 -1.47
O -0.69 -1.37 -1.41
O -2.14 -0.03 -2.42
H 0.35 0.85 0.69
H -0.48 -0.80 0.71
H -2.36 0.33 2.05
H -1.67 1.79 1.79
H -1.55 1.57 -0.55
H -0.31 -0.95 -3.91
H 0.47 -1.84 -2.97
O 0.55 -1.36 -3.80
H 0.48 -2.15 -0.58
H 1.31 -1.81 0.67
O 1.14 -2.51 0.04
H 3.50 -0.37 -0.14
H 3.58 -1.85 -0.16
O 3.93 -1.08 -0.63
H -3.84 1.77 -0.70
H -3.31 0.76 0.27
O -3.96 1.49 0.21
H -1.66 2.88 -2.50
H -2.48 1.56 -2.53
O -2.56 2.55 -2.51
H -2.46 -2.16 0.23
H -3.39 -2.06 -1.01
O -3.37 -2.22 -0.07
H 2.26 0.57 3.20
H 2.97 -0.19 2.20
O 2.91 0.74 2.50
H 2.00 1.04 -0.79
H 1.21 0.49 -2.09
O 1.27 1.16 -1.40
H 2.55 2.69 0.62
H 3.62 1.87 1.31
O 3.31 2.13 0.42
H 0.84 -1.13 3.10
H 1.39 -2.59 2.94
O 1.63 -1.66 2.87
```

Values from the calculation:
DFT total energy in a.u.: -1485.2107
LUMO energy (spin up / spin down) in eV: 2.21 / -0.71
Orbital gap (spin up / spin down) in eV: 8.666 / 5.744
Largest force on an atom in eV Å⁻¹: 2.638
<S²>: 0.753
Charge: -1
Spin multiplicity: 2

Computed, not measured: a structure of composition C23H40CdN4O5 at a distorted geometry, with ωB97M-V/def2-TZVPD.

The geometry in XYZ format:
```
73
C23H40CdN4O5 | OMol25 | ωB97M-V/def2-TZVPD
O -3.67 1.43 -1.90
H -4.63 1.48 -2.20
Cd -1.09 0.20 -1.93
N 0.25 -0.59 -3.76
N -1.62 1.09 -4.08
O 1.32 -1.50 -3.77
O -2.65 1.74 -4.53
C 0.03 -0.20 -5.01
C -0.96 0.76 -5.21
C 0.86 -0.82 -6.01
C -1.42 1.28 -6.51
H 0.78 -1.90 -5.99
H 1.89 -0.52 -5.86
H 0.56 -0.49 -6.98
H -1.81 2.30 -6.45
H -2.23 0.65 -6.91
H -0.58 1.24 -7.19
H 1.50 -1.83 -2.86
H -3.42 1.14 -2.85
O 1.22 1.29 -1.84
H 1.64 1.23 -2.70
H 1.12 2.27 -1.67
C -2.75 -1.29 -1.80
H -2.43 -1.45 -0.79
H -2.46 -2.03 -2.56
H -3.81 -0.87 -1.78
O -1.00 -4.81 -2.08
H -1.22 -5.05 -3.01
H -1.73 -5.17 -1.56
C 2.02 -2.61 4.28
C 2.08 -3.35 2.95
C 3.54 -3.56 2.54
C 1.40 -4.72 3.10
C 1.38 -2.54 1.83
C 1.21 -3.13 0.58
C 0.59 -2.41 -0.44
N 0.22 -1.14 -0.29
C 0.36 -0.54 0.91
C 0.95 -1.22 2.00
C -0.18 0.85 1.05
C 0.06 1.65 2.18
C -0.52 2.92 2.25
C -1.41 3.28 1.24
C -1.63 2.46 0.16
N -0.98 1.30 0.05
C -0.22 3.92 3.37
C 0.30 5.22 2.76
C -1.51 4.21 4.13
C 0.81 3.38 4.35
H 2.49 -3.22 5.06
H 0.98 -2.43 4.58
H 2.56 -1.66 4.23
H 4.07 -4.12 3.32
H 3.63 -4.11 1.60
H 4.05 -2.59 2.42
H 0.34 -4.59 3.33
H 1.49 -5.32 2.18
H 1.87 -5.27 3.92
H 1.51 -4.16 0.38
H 0.34 -2.90 -1.39
H 1.03 -0.71 2.94
H 0.74 1.29 2.92
H -1.92 4.25 1.26
H -2.33 2.70 -0.65
H -0.43 5.68 2.09
H 0.54 5.94 3.55
H 1.21 5.03 2.19
H -1.92 3.31 4.58
H -1.34 4.93 4.94
H -2.28 4.64 3.49
H 0.46 2.47 4.84
H 1.75 3.17 3.85
H 1.02 4.11 5.13
```

Values from the calculation:
DFT total energy in a.u.: -1663.1978
LUMO energy in eV: -0.29
Orbital gap in eV: 5.838
Largest force on an atom in eV Å⁻¹: 4.560
ΔE to the lowest compared entry with this formula, charge and spin in eV: 0.1777

Computed, not measured: a structure of composition Cl2H4N3PS at a distorted geometry, with ωB97M-V/def2-TZVPD.

The geometry in XYZ format:
```
11
Cl2H4N3PS | OMol25 | ωB97M-V/def2-TZVPD
N -1.23 0.48 1.04
N -0.95 -0.57 -1.28
N 1.37 1.05 0.08
P -0.26 -0.65 0.23
S -0.19 -2.46 0.89
Cl 2.14 1.08 -1.41
Cl 2.57 0.46 1.23
H -0.60 1.36 0.87
H -1.31 0.11 2.04
H -1.20 0.27 -1.77
H -0.36 -1.13 -1.93
```

Values from the calculation:
DFT total energy in a.u.: -1826.5274
LUMO energy (spin up / spin down) in eV: -1.02 / -1.02
Orbital gap (spin up / spin down) in eV: 7.925 / 7.925
Largest force on an atom in eV Å⁻¹: 2.879
ΔE to the lowest compared entry with this formula, charge and spin in eV: 1.1912

Computed, not measured: a structure of composition C43H43BrN3OPtTe at a distorted geometry, with ωB97M-V/def2-TZVPD.

The geometry in XYZ format:
```
93
C43H43BrN3OPtTe | OMol25 | ωB97M-V/def2-TZVPD
Pt -4.29 -21.69 1.54
C -6.60 -17.13 2.94
C -6.27 -18.47 3.51
C -6.82 -19.12 4.62
C -6.40 -20.34 4.99
C -5.44 -21.05 4.20
Br -4.93 -22.82 4.75
N -5.03 -20.51 3.07
C -5.27 -19.14 2.86
H -5.68 -16.54 2.77
H -7.29 -16.48 3.51
H -7.13 -17.27 1.95
H -7.63 -18.59 5.09
H -6.71 -20.79 5.94
H -4.60 -18.65 2.14
N -3.81 -22.32 -0.36
C -4.19 -21.33 -1.36
C -3.28 -21.02 -2.35
C -3.64 -20.04 -3.26
C -4.92 -19.39 -3.14
C -5.85 -19.76 -2.18
C -5.45 -20.72 -1.19
C -6.50 -21.40 -0.33
C -7.86 -21.38 -0.74
C -8.75 -22.29 -0.18
C -8.33 -23.04 0.94
C -7.00 -22.90 1.46
C -6.16 -21.99 0.88
H -2.81 -22.55 -0.52
H -4.30 -23.25 -0.47
H -2.28 -21.50 -2.37
H -2.98 -19.76 -4.10
H -5.22 -18.64 -3.87
H -6.81 -19.29 -2.20
H -8.23 -20.79 -1.55
H -9.71 -22.46 -0.62
H -8.99 -23.72 1.36
H -6.74 -23.51 2.31
C -1.55 -30.64 3.40
C -1.67 -29.11 3.41
C -2.87 -28.41 3.11
C -2.97 -27.02 3.11
C -4.31 -26.31 3.07
C -1.72 -26.31 3.13
Te -1.72 -24.12 2.89
N -2.30 -21.60 2.00
C -1.65 -21.03 3.02
O -1.25 -21.77 3.99
C -1.31 -19.55 3.05
C -1.12 -18.86 1.83
C -0.75 -17.52 1.91
C -0.47 -16.88 3.13
C -0.57 -17.62 4.30
C -0.99 -18.95 4.26
C -0.88 -24.29 0.83
C -1.48 -24.92 -0.31
C -2.71 -25.76 -0.16
C -1.00 -24.56 -1.59
C 0.20 -23.91 -1.79
C 0.98 -23.89 -3.11
C 0.75 -23.27 -0.66
C 0.30 -23.56 0.64
C 1.04 -22.78 1.75
C -0.55 -26.97 3.59
C 0.70 -26.15 3.92
C -0.58 -28.35 3.69
H -1.37 -31.07 4.39
H -0.70 -30.95 2.75
H -2.45 -31.10 2.96
H -3.77 -28.96 2.90
H -5.06 -26.92 3.67
H -4.65 -26.21 2.01
H -4.25 -25.30 3.50
H -1.30 -19.41 0.92
H -0.64 -16.98 0.96
H -0.20 -15.83 3.17
H -0.31 -17.20 5.27
H -0.99 -19.54 5.15
H -3.53 -25.32 0.37
H -2.52 -26.69 0.37
H -3.03 -26.12 -1.15
H -1.59 -24.87 -2.43
H 1.19 -22.89 -3.54
H 0.43 -24.48 -3.86
H 1.93 -24.43 -2.93
H 1.66 -22.63 -0.73
H 2.04 -22.58 1.33
H 1.17 -23.38 2.62
H 0.51 -21.86 2.02
H 0.52 -25.44 4.70
H 0.95 -25.55 2.98
H 1.51 -26.86 4.10
H 0.36 -28.90 3.96
```

Values from the calculation:
DFT total energy in a.u.: -4864.9897
LUMO energy (spin up / spin down) in eV: -0.12 / -2.83
Orbital gap (spin up / spin down) in eV: 3.693 / 4.769
Largest force on an atom in eV Å⁻¹: 4.421
<S²>: 3.785
ΔE to the lowest compared entry with this formula, charge and spin in eV: 1.3325
Spin multiplicity: 4

Computed, not measured: a cluster of 2 separate species, C3H10N3O2 in total at a distorted geometry, with ωB97M-V/def2-TZVPD.

The geometry in XYZ format:
```
18
C3H10N3O2 | OMol25 | ωB97M-V/def2-TZVPD
N -0.59 0.77 -2.21
C -1.46 1.48 -1.46
O -2.69 0.88 -1.46
O -1.21 2.55 -0.90
H -0.63 -0.24 -2.15
H 0.36 1.14 -2.32
H -2.67 0.37 -2.28
C 1.56 -2.13 1.36
N 0.03 1.17 1.00
C 0.20 -0.09 1.35
N 1.22 -0.81 0.89
H 1.37 -2.95 0.61
H 0.96 -2.33 2.24
H 2.61 -2.12 1.61
H 0.40 1.59 0.17
H -0.83 1.66 1.29
H -0.41 -0.51 2.09
H 1.79 -0.43 0.16
```

Values from the calculation:
DFT total energy in a.u.: -434.8444
LUMO energy in eV: -3.71
Orbital gap in eV: 10.791
Largest force on an atom in eV Å⁻¹: 2.952
Charge: +1
ΔE to the lowest compared entry with this formula, charge and spin in eV: 1.5176